Here is a 2-piece molecular cluster, C7H11O2PS3 overall from OMol25. Energies are from ωB97M-V/def2-TZVPD.

Last column: Löwdin charge in e.
Positions of all 24 atoms, in Å:
S1 -2.531 0.148 -1.114  0.90
S2 1.143 2.588 0.010  0.44
S3 -3.630 -2.353 1.905  0.75
P1 1.182 0.477 -0.009  0.78
O1 1.596 -0.943 -2.223  -0.07
O2 3.474 -0.414 1.327  -0.09
C1 -3.423 -1.001 1.181  -0.81
C2 -2.185 -0.448 0.622  -0.56
C3 0.475 -0.340 -2.743  -0.17
C4 1.407 0.409 -1.888  -0.47
C5 -2.099 0.994 0.306  -0.56
C6 3.032 0.247 0.203  -0.51
C7 3.341 -1.230 0.217  -0.18
H1 2.536 -1.945 0.202  0.10
H2 -4.266 -0.329 1.012  0.06
H3 4.390 -1.518 -0.168  0.15
H4 -1.216 -0.954 0.818  0.09
H5 -2.833 1.725 0.679  0.10
H6 -0.372 -0.644 -2.303  0.00
H7 0.499 -0.088 -3.736  0.10
H8 3.708 0.872 -0.389  0.12
H9 1.918 1.232 -2.296  0.08
H10 -1.160 1.368 0.428  -0.07
H11 1.628 2.509 1.260  -0.17

Values from the calculation:
Frontier orbital gap ... 8.5 eV
Spin multiplicity ... 1
Lowest unoccupied orbital energy ... -0.32 eV
Energy above the lowest of the compared OMol25 structures with the same formula, charge and spin ... 0.120 eV
DFT total energy ... -1959.53595 hartree
SMILES ... SP([C@@H]1CO1)[C@@H]1CO1.S=C[C@@H]1CS1